Entry 1:
Computed, not measured: C3H6N as an isolated structure in a non-equilibrium geometry, with ωB97M-V/def2-TZVPD.

XYZ file:
```
10
C3H6N (ωB97M-V/def2-TZVPD)
N 1.25686 0.04950 -0.06522
C -0.02070 0.97425 0.02441
C -1.12849 -0.31323 0.01346
C 0.38845 -0.97283 0.02175
H 2.21476 0.38566 0.19626
H 0.81283 -2.01706 -0.08252
H -1.84920 -0.55375 0.75047
H -1.36836 -0.67036 -0.95874
H -0.12110 1.48192 0.90941
H -0.18505 1.63590 -0.80928
```

Calculated values
relative energy (zero: lowest compared OMol25 entry of this formula, charge and spin) = 47.2 kcal/mol
DFT total energy = -172.28341 Eh
molecular weight = 56.1 u
charge = +1
E_LUMO = -5.604 eV

Löwdin atomic charge list, values in e, 4 entries: 0.16 -0.03 0.06 0.05

Entry 2:
Computed, not measured: C4H9NS as an isolated structure in a non-equilibrium geometry, with ωB97M-V/def2-TZVPD.

XYZ file:
```
15
C4H9NS (ωB97M-V/def2-TZVPD)
S -2.31001 0.76997 -1.36072
N -1.74272 1.57670 -0.09115
C 1.95399 -0.42091 -0.27401
C -0.24506 0.61841 0.63027
C -0.46920 -0.90968 0.92462
C 0.39924 -0.43060 -0.25607
H -1.28788 0.78513 -2.13383
H -1.27755 -1.48358 0.46970
H 2.47042 -0.70323 -1.19378
H -0.02527 -1.31917 1.80629
H 2.27722 0.61268 -0.02531
H 2.38462 -1.11572 0.58982
H -2.43315 1.48286 0.73142
H 0.31595 1.18059 1.37742
H -0.01060 -0.64346 -1.19467
```

Calculated values
relative energy (zero: lowest compared OMol25 entry of this formula, charge and spin) = 95.0 kcal/mol
DFT total energy = -610.60224 Eh
molecular weight = 103.2 u
charge = 0
E_LUMO = 0.846 eV

Löwdin atomic charge list, values in e, 4 entries: 0.68 -0.49 -0.07 -0.12